[1]
Density functional theory data (ωB97M-V/def2-TZVPD) for a 3-piece molecular cluster, C25H48N6O3S overall at a distorted geometry.

Calculated values
Charge: 0
DFT total energy: -1933.76818 Ha

```
83
Properties=species:S:1:pos:R:3:forces:R:3
C 0.01468 3.91077 -0.07591 -0.201 -1.061 0.372
S -0.66645 4.26289 1.55199 0.522 1.016 -0.094
O 0.38387 4.81213 2.36125 0.429 -0.499 0.274
O -1.81880 5.10696 1.42035 -0.732 -0.361 -0.432
C -1.20203 2.65988 2.14300 -0.789 0.832 -0.725
C -2.53236 2.29430 1.82809 0.855 0.708 0.047
C -2.98562 1.09170 2.23397 -1.541 -0.597 -0.365
N -4.32233 0.72806 1.95173 0.603 -0.117 -0.278
C -2.16002 0.17868 2.93860 -0.779 0.389 -0.405
N -2.69134 -1.03265 3.27251 1.033 0.147 0.100
C -1.83297 -1.79518 3.88791 -0.424 -0.655 0.212
C -0.49973 -1.42727 4.22459 0.935 -0.195 0.034
C 0.39760 -2.38914 4.98629 -1.129 0.067 0.050
C 0.32891 -3.85326 4.50624 1.039 0.019 -0.004
C 1.40737 -4.22842 3.46196 -0.353 -0.296 0.752
C 2.83495 -3.77811 3.82256 0.460 -0.549 -1.424
N 3.30370 -2.69878 2.92169 -0.107 0.021 0.290
N 0.00331 -0.26500 3.90368 -0.665 -0.083 -0.124
C -0.85569 0.55797 3.23374 0.721 -0.193 0.294
C -0.38513 1.83035 2.82399 0.999 0.225 0.474
O 0.90492 2.19418 3.11351 -0.060 -0.462 0.102
H -0.79370 3.86364 -0.80660 0.084 0.304 0.058
H 0.81954 4.59872 -0.32829 -0.264 0.190 0.107
H 0.42486 2.89714 0.00769 0.153 0.210 -0.044
H -3.16202 2.98447 1.27894 0.043 -0.018 0.068
H -4.34368 -0.22302 1.59699 -0.325 -0.017 0.255
H -4.67117 1.35696 1.23896 -0.248 -0.142 0.059
H -2.16841 -2.79142 4.16687 -0.100 0.150 0.013
H 0.02817 -2.36345 6.02208 0.155 0.012 -0.079
H 1.40436 -1.97007 4.99602 -0.051 -0.139 -0.127
H -0.64219 -4.13044 4.09259 -0.018 0.091 0.233
H 0.51519 -4.48699 5.38088 -0.190 0.018 -0.109
H 1.42171 -5.32440 3.42414 -0.127 0.133 -0.137
H 1.09020 -3.90621 2.46343 0.298 0.209 0.097
H 3.48976 -4.64153 3.63104 -0.149 -0.020 0.407
H 2.95968 -3.51610 4.87666 -0.201 0.173 -0.124
H 4.27241 -2.87025 2.67760 0.016 0.215 0.147
H 2.80245 -2.76465 2.04360 -0.051 0.069 0.075
H 0.88877 2.78263 3.87799 0.179 0.149 -0.182
C -3.44281 -0.29489 -1.78498 0.042 0.052 -0.047
C -3.14511 -1.69550 -1.27019 0.062 0.143 -0.080
N -4.25725 -2.61251 -1.42419 -0.192 -0.173 0.176
C -4.09598 -3.84634 -0.67243 0.041 -0.072 0.249
C -2.94179 -4.77806 -1.05774 -0.031 -0.129 0.013
C -4.77756 -2.75852 -2.77353 -0.065 0.228 -0.243
C -3.80718 -3.20679 -3.87269 -0.083 -0.076 -0.101
H -4.35236 0.10290 -1.33061 -0.031 -0.052 -0.034
H -2.61845 0.37405 -1.53011 0.009 -0.020 0.004
H -3.55772 -0.26839 -2.86954 -0.028 0.004 0.017
H -2.91610 -1.61128 -0.20256 -0.033 -0.187 0.018
H -2.22903 -2.06599 -1.75550 0.064 0.058 0.023
H -5.03270 -4.40910 -0.71136 -0.030 0.075 -0.132
H -3.97394 -3.57676 0.38246 0.041 0.117 -0.044
H -3.13862 -5.30506 -1.99031 0.055 0.045 -0.038
H -2.81237 -5.53895 -0.28465 -0.012 0.022 0.008
H -1.99422 -4.24577 -1.15122 -0.020 0.021 -0.018
H -5.20928 -1.79990 -3.07497 0.075 0.036 0.057
H -5.62972 -3.44230 -2.75094 0.072 -0.069 0.171
H -2.86225 -2.66230 -3.84034 -0.006 0.001 0.036
H -4.25438 -3.01933 -4.85147 -0.003 0.011 0.019
H -3.59471 -4.27341 -3.82076 0.100 0.021 0.033
C 4.95101 4.43265 -1.07849 0.068 0.018 -0.034
C 4.18723 3.30279 -1.75328 0.148 0.059 0.076
N 3.38767 3.74396 -2.88202 -0.307 0.011 -0.078
C 2.43318 2.74834 -3.33744 -0.189 -0.141 0.084
C 2.97860 1.43596 -3.91093 -0.085 -0.064 -0.096
C 4.10278 4.45648 -3.92764 0.231 0.247 0.012
C 5.28456 3.74812 -4.60015 0.008 0.050 -0.143
H 4.27953 5.24496 -0.79624 -0.013 -0.005 -0.049
H 5.43219 4.06340 -0.17195 -0.006 -0.017 -0.016
H 5.73456 4.83768 -1.72095 -0.016 0.019 0.013
H 3.51558 2.86904 -1.00646 -0.102 -0.065 -0.141
H 4.89685 2.50869 -2.03149 0.031 -0.023 0.063
H 1.76673 3.20402 -4.07556 0.120 0.114 -0.029
H 1.78430 2.50122 -2.48925 0.102 0.026 0.077
H 3.39663 1.57108 -4.90746 0.074 -0.003 0.029
H 2.16615 0.71132 -4.00356 -0.003 0.018 0.018
H 3.74002 0.98974 -3.27030 0.011 0.034 0.001
H 4.46855 5.39686 -3.50616 0.009 -0.059 0.087
H 3.38930 4.76520 -4.69601 -0.119 -0.143 0.066
H 5.95156 3.27589 -3.87753 -0.032 -0.003 0.022
H 5.87663 4.47758 -5.15743 -0.013 0.003 0.018
H 4.95716 2.99415 -5.31437 0.034 -0.077 0.064
```
Positions in Å, forces in eV/Å.

---

[2]
Density functional theory data (ωB97M-V/def2-TZVPD) for C25H49ClN4PtSi as an isolated structure at a distorted geometry.

Calculated values
Energy above the lowest of the compared OMol25 structures with the same formula, charge and spin: 0.00 kcal/mol
Charge: -2
⟨S²⟩: 6.013
2S+1: 5

```
81
Properties=species:S:1:pos:R:3:forces:R:3
Pt -1.68339 -0.79931 -1.21064 2.470 0.183 -0.088
Cl -3.89903 -0.31114 -0.05092 -0.899 0.783 2.286
C 1.76966 0.28767 1.27883 0.083 0.227 0.507
C -0.09749 -0.52595 0.29068 -0.982 0.411 0.778
N 0.61913 0.60998 0.58546 0.735 -1.113 -0.094
H 2.36542 -1.60971 2.20384 -0.348 0.280 -0.339
N 0.51385 -1.47464 1.07066 0.323 -0.146 -0.401
H 2.50998 1.01306 1.57028 -0.105 -0.058 -0.062
C 0.34122 1.99458 0.22856 -0.170 0.476 -0.418
C 0.91115 2.96704 1.26506 0.133 0.194 0.116
C 1.02828 2.28554 -1.09879 -0.065 0.193 -0.381
H 2.00918 2.97406 1.27843 -0.239 0.003 0.064
H 0.60013 3.98584 0.98797 0.022 -0.318 0.051
H 0.53594 2.76395 2.27553 0.096 -0.041 -0.155
H -1.44573 3.16244 -0.11018 0.138 0.048 0.054
H -1.57434 1.96170 1.19550 0.012 0.014 -0.091
H 0.68008 1.60712 -1.88865 0.058 0.123 0.149
C -1.15975 2.15511 0.20164 -0.670 0.111 -0.334
H 2.11320 2.17718 -0.97559 -0.170 -0.063 -0.120
H 0.83169 3.32058 -1.40296 -0.015 -0.172 -0.025
H -1.63887 1.44390 -0.48831 0.208 0.357 0.322
C 1.68991 -1.00961 1.59756 0.651 0.265 0.443
C 1.00195 -3.79805 0.55917 -0.217 -0.482 -0.293
H 2.06135 -3.65604 0.79599 -0.120 0.039 -0.075
H 0.73500 -4.82811 0.80539 0.062 -0.078 0.010
C 0.12942 -2.86383 1.38459 -0.006 0.298 -0.352
H -1.64616 -4.02989 1.11265 -0.081 0.101 0.077
C 0.38428 -3.16313 2.84963 -0.075 -0.096 0.395
H -0.08628 -2.42458 3.50171 0.060 0.022 -0.044
H 0.85345 -3.67286 -0.51715 -0.023 0.084 0.225
H -1.47835 -2.57447 0.06694 -0.176 -0.460 0.846
H 1.44643 -3.23515 3.09058 -0.081 0.009 0.052
H -0.07129 -4.13517 3.05907 0.064 0.035 0.062
C -1.33937 -2.98087 1.08960 -0.186 -0.136 -0.553
H -1.93935 -2.37295 1.77937 0.118 -0.174 -0.156
C -4.48751 -0.80680 -4.15461 0.770 0.664 0.440
N -3.95745 -0.09735 -3.11808 -0.855 1.230 -1.495
H -4.85771 -2.97784 -4.30945 -0.270 0.259 -0.102
N -4.18470 -2.13835 -2.45104 -0.709 -1.949 -0.830
H -4.61176 -0.36769 -5.11245 -0.431 -0.075 -0.426
C -3.86639 1.39336 -3.20658 -0.311 -0.109 -0.068
C -4.60204 1.89062 -4.45424 0.135 0.087 -0.560
C -4.52637 2.14472 -2.04661 0.178 0.096 0.253
H -5.68342 1.74400 -4.40625 0.064 -0.202 0.017
H -4.43779 2.96705 -4.56926 0.069 -0.115 0.266
H -4.20975 1.45470 -5.37819 -0.116 0.030 0.078
H -2.23609 2.77840 -3.40231 -0.002 -0.045 -0.081
H -2.05679 1.22448 -4.28068 0.118 0.200 0.200
H -3.95506 2.07435 -1.12069 -0.153 -0.103 -0.069
C -2.40510 1.69741 -3.35657 0.732 0.471 0.158
H -5.54892 1.78190 -1.87341 0.292 0.081 0.002
H -4.56624 3.20904 -2.33850 -0.045 -0.369 0.126
H -1.82925 1.29105 -2.50718 -0.191 0.149 -0.478
C -4.59782 -2.09465 -3.75601 0.246 -0.462 0.776
C -4.99079 -3.27890 -0.32701 0.332 -0.043 0.401
H -5.94937 -2.76107 -0.40045 0.144 0.095 -0.030
H -5.19080 -4.29847 0.03097 0.052 0.182 -0.077
C -4.31435 -3.40802 -1.68933 -0.040 -0.438 -0.435
H -2.84022 -4.79136 -0.88603 0.049 0.097 -0.392
C -5.19107 -4.39668 -2.45102 -0.085 -0.498 -0.526
H -4.80636 -4.66297 -3.44117 -0.030 0.121 0.100
H -4.36313 -2.78543 0.41146 -0.107 0.110 -0.052
H -2.26206 -3.14035 -1.34382 -0.138 -0.810 -0.184
H -6.22940 -4.08042 -2.55284 -0.018 0.156 -0.024
H -5.19247 -5.34413 -1.90794 0.013 0.120 0.158
C -2.91411 -3.98474 -1.63123 0.539 0.383 0.330
H -2.58589 -4.28575 -2.63937 -0.210 -0.208 0.483
C -3.43948 -0.98796 -2.16345 -0.137 0.269 -0.248
C -0.15208 -3.00604 -3.23497 0.114 0.025 -0.397
Si 0.12697 -1.21019 -2.67351 -0.369 -1.019 0.063
C 0.17298 -0.22768 -4.29301 0.282 0.227 -0.310
C 1.92568 -1.38937 -2.04354 0.205 0.446 0.071
H -1.14036 -3.06941 -3.70748 0.224 -0.174 0.048
H -0.10781 -3.69621 -2.38093 -0.137 0.095 -0.264
H 0.61540 -3.31372 -3.96635 -0.186 0.027 0.142
H 0.16751 0.85685 -4.14027 -0.021 -0.097 -0.025
H 1.07449 -0.45450 -4.88690 -0.121 -0.068 0.273
H -0.68318 -0.48252 -4.93186 0.017 0.043 0.242
H 2.33776 -0.52506 -1.52029 -0.049 0.121 0.068
H 2.01815 -2.22793 -1.35785 -0.167 -0.024 0.169
H 2.64351 -1.61998 -2.84060 -0.275 0.107 -0.247
```
Positions in Å, forces in eV/Å.